C30H48AsN4O5P2STi | ωB97M-V/def2-TZVPD

Geometry (Å):
Ti -0.0739 -0.0245 -0.0754
S -2.1870 -0.5608 -0.9661
C -3.4962 0.3585 -0.2295
C -4.7415 0.3531 -0.8624
C -5.8079 1.0499 -0.3242
C -5.6457 1.7617 0.8566
C -4.4197 1.7569 1.5001
C -3.3373 1.0514 0.9759
As -1.5774 0.9998 1.8276
C -1.7136 -0.6759 2.8358
C -0.8642 -0.8559 3.9299
C -0.8785 -2.0384 4.6507
C -1.7519 -3.0580 4.2877
C -2.5983 -2.8891 3.2025
C -2.5714 -1.7057 2.4709
C -2.0168 2.1916 3.3576
C -2.5316 1.7391 4.5685
C -2.8308 2.6346 5.5854
C -2.6266 3.9949 5.4073
C -2.1506 4.4617 4.1920
C -1.8515 3.5642 3.1783
H -4.8490 -0.2097 -1.7806
H -6.7683 1.0352 -0.8237
H -6.4729 2.3177 1.2779
H -4.3054 2.3057 2.4254
H -0.2019 -0.0492 4.2260
H -0.2217 -2.1686 5.5019
H -1.7774 -3.9784 4.8571
H -3.2913 -3.6747 2.9297
H -3.2262 -1.5819 1.6168
H -2.7274 0.6875 4.7189
H -3.2330 2.2653 6.5199
H -2.8503 4.6876 6.2080
H -2.0166 5.5241 4.0328
H -1.5198 3.9368 2.2172
C 0.0643 -2.9017 -1.6397
O 0.2582 -2.2055 -0.4096
C 1.3250 -2.7468 0.3639
C 1.1369 -2.1912 1.7557
O 1.1655 -0.7595 1.7141
C 2.4157 -0.2222 2.1202
H -0.0719 -3.9665 -1.4426
H 0.9208 -2.7576 -2.3052
H -0.8413 -2.5126 -2.0959
H 2.2883 -2.4534 -0.0658
H 1.2584 -3.8375 0.3913
H 1.8834 -2.5725 2.4532
H 0.1445 -2.4812 2.0952
H 2.5978 -0.4665 3.1695
H 2.3552 0.8589 2.0080
H 3.2361 -0.6076 1.5095
C 1.2911 5.1782 -2.5656
N 0.3807 4.1195 -2.1476
C -0.6803 3.8078 -3.1069
P 0.9508 2.9102 -1.2020
O -0.1280 1.9629 -0.8332
O 2.1335 2.1993 -2.0736
P 2.4713 0.6045 -2.0515
O 1.9505 -0.0354 -0.8187
N 4.1036 0.5568 -2.1798
C 4.8887 1.6654 -2.7098
C 4.8439 -0.4215 -1.3885
N 1.8207 -0.0180 -3.4351
C 0.3555 -0.0280 -3.4888
C 2.4460 0.3305 -4.7098
N 1.7922 3.5834 0.0377
C 3.2371 3.4860 0.1884
C 1.0242 3.8684 1.2483
H 0.7092 6.0624 -2.8245
H 1.8868 4.8892 -3.4387
H 1.9621 5.4325 -1.7468
H -1.3304 4.6758 -3.2176
H -1.2756 2.9748 -2.7379
H -0.2729 3.5542 -4.0918
H 4.2684 2.3044 -3.3337
H 5.7066 1.2755 -3.3176
H 5.3172 2.2727 -1.9067
H 4.1940 -1.2572 -1.1377
H 5.2346 0.0149 -0.4642
H 5.6827 -0.8050 -1.9705
H -0.0477 -0.1896 -2.4879
H 0.0204 -0.8403 -4.1336
H -0.0466 0.9146 -3.8737
H 3.5266 0.2349 -4.6334
H 2.1907 1.3466 -5.0320
H 2.0964 -0.3684 -5.4693
H 3.7305 3.6438 -0.7687
H 3.5577 2.5188 0.5930
H 3.5632 4.2688 0.8727
H -0.0198 4.0044 0.9756
H 1.3847 4.7897 1.7077
H 1.0826 3.0596 1.9827

Values from the calculation:
**Largest force on an atom**: 1.8 eV Å⁻¹
**E_tot**: -161454.316 eV
**LUMO level (spin up / spin down)**: -0.067 / -0.068 hartree
**Molar mass**: 761.54 g mol⁻¹
**HOMO energy (spin up / spin down)**: -8.69 / -9.41 eV
**Net charge**: +1
**Multiplicity**: 3
**⟨S²⟩**: 2.00